Record 1
{"formula": "C4H7NO", "method": "wB97M-V/def2-TZVPD", "e_tot_ha": -286.5739, "e_lumo_ev": 0.97, "largest_force_ev_per_a": 0.37, "total_charge": 0, "homo_energy_ha": -0.35548, "smiles": "CC(=O)N1CC1", "symbols": ["O", "N", "C", "C", "C", "C", "H", "H", "H", "H", "H", "H", "H"], "coordinates": [[0.839539, 1.789127, 0.576175], [-0.361415, -0.128554, 0.559067], [0.771733, 0.616993, 0.267911], [-1.683974, 0.419884, 0.500693], [-1.312307, -0.793032, -0.295601], [1.943245, -0.138679, -0.317109], [-1.799972, 1.364627, -0.031165], [-1.621803, -1.779735, 0.042614], [2.722320, -0.209410, 0.448560], [-2.262609, 0.335625, 1.416136], [1.689513, -1.145977, -0.655375], [-1.223433, -0.692913, -1.377922], [2.354761, 0.442983, -1.145112]], "forces_ev_per_angstrom": [[0.0, -0.3, -0.2], [0.1, 0.2, 0.2], [0.0, 0.2, 0.0], [-0.1, 0.2, 0.2], [0.0, -0.2, -0.2], [0.0, 0.0, 0.0], [0.1, -0.2, 0.1], [0.0, 0.2, -0.1], [-0.1, 0.0, -0.1], [0.0, -0.1, -0.2], [0.0, 0.2, 0.1], [0.0, 0.1, 0.2], [-0.1, -0.1, 0.1]], "mulliken_charge": [-0.571, -0.158, 0.516, -0.425, -0.304, -0.834, 0.231, 0.226, 0.252, 0.234, 0.312, 0.244, 0.277]}

Record 2
{"formula": "C4H7NO", "method": "wB97M-V/def2-TZVPD", "e_tot_ha": -286.5704, "e_lumo_ev": 0.85, "largest_force_ev_per_a": 1.18, "total_charge": 0, "homo_energy_ha": -0.39834, "smiles": "CCOCC#N", "symbols": ["O", "N", "C", "C", "C", "C", "H", "H", "H", "H", "H", "H", "H"], "coordinates": [[-0.160921, -0.542533, 1.026019], [-3.034610, 0.961111, 0.006629], [-1.159636, -0.892397, 0.115347], [0.638976, 0.553412, 0.590126], [-2.230034, 0.130930, 0.047782], [1.590859, 0.184901, -0.561181], [-0.765550, -1.039760, -0.902128], [1.211021, 0.840536, 1.473975], [1.537916, 0.907097, -1.381937], [1.348143, -0.801090, -0.972580], [-1.592126, -1.842017, 0.440756], [2.626494, 0.137016, -0.209188], [-0.010532, 1.402795, 0.326381]], "forces_ev_per_angstrom": [[0.0, -0.1, 0.0], [0.8, -0.9, 0.0], [-0.1, -0.1, -0.2], [0.2, 0.2, 0.0], [-0.7, 0.8, 0.0], [0.0, 0.0, 0.0], [-0.1, 0.1, 0.2], [-0.1, 0.0, -0.1], [0.0, -0.1, 0.1], [0.0, 0.2, 0.1], [0.0, 0.2, 0.0], [-0.2, 0.0, -0.1], [0.1, -0.2, 0.0]], "mulliken_charge": [-0.390, -0.397, -0.235, -0.283, 0.275, -0.958, 0.209, 0.302, 0.278, 0.323, 0.291, 0.294, 0.292]}

Record 3
{"formula": "C4H7NO", "method": "wB97M-V/def2-TZVPD", "e_tot_ha": -286.5665, "e_lumo_ev": 0.99, "largest_force_ev_per_a": 1.55, "total_charge": 0, "homo_energy_ha": -0.34942, "smiles": "NC(=O)C1CC1", "symbols": ["O", "N", "C", "C", "C", "C", "H", "H", "H", "H", "H", "H", "H"], "coordinates": [[1.198235, -0.901099, -1.030036], [-0.472238, -2.226098, -0.321963], [0.144376, -0.989932, -0.419233], [-0.390748, 1.598919, 0.006152], [0.918579, 1.164883, 0.504884], [-0.349030, 0.147509, 0.409452], [1.717598, 1.160212, -0.265813], [-1.150278, -0.109998, 1.145264], [-0.511131, 1.844296, -1.040950], [-0.004286, -2.879513, -0.941139], [-0.943875, 2.187534, 0.725337], [-1.478699, -2.318087, -0.267542], [1.321498, 1.321373, 1.495586]], "forces_ev_per_angstrom": [[-0.4, -0.5, -0.5], [0.0, 0.2, -0.3], [0.3, 0.1, -0.3], [-0.1, 0.3, -0.1], [-0.2, -0.3, 0.4], [0.7, -0.1, -0.1], [-0.9, -1.0, 0.7], [1.5, 0.2, 0.0], [0.1, 0.2, 0.0], [-0.3, 0.0, 0.2], [-0.5, 0.1, -0.3], [0.2, 0.2, 0.1], [-0.5, 0.6, 0.1]], "mulliken_charge": [-0.620, -0.463, 0.501, -0.492, -0.516, -0.180, 0.190, 0.317, 0.240, 0.275, 0.256, 0.235, 0.258]}

Record 4
{"formula": "C4H7NO", "method": "wB97M-V/def2-TZVPD", "e_tot_ha": -286.5267, "e_lumo_ev": 0.91, "largest_force_ev_per_a": 0.37, "total_charge": 0, "homo_energy_ha": -0.33423, "smiles": "O[C@H]1C[C@H]2N[C@@H]12", "symbols": ["O", "N", "C", "C", "C", "C", "H", "H", "H", "H", "H", "H", "H"], "coordinates": [[2.024406, 0.457729, 0.456330], [-1.088199, 0.280105, 1.149876], [-1.106366, -0.486023, -0.101205], [-0.464281, 0.852313, -0.055099], [0.890984, 0.194652, -0.320882], [0.247913, -1.198306, -0.124444], [1.086112, 0.336842, -1.396296], [2.316665, 1.356990, 0.265325], [-1.999849, 0.725485, 1.257361], [-0.796643, 1.808263, -0.451723], [0.478205, -1.644091, 0.846117], [-2.028280, -0.773587, -0.595994], [0.439331, -1.910372, -0.929361]], "forces_ev_per_angstrom": [[0.1, 0.2, 0.1], [-0.1, 0.1, 0.1], [-0.2, -0.3, -0.2], [0.0, 0.3, -0.1], [-0.2, -0.1, -0.2], [0.0, -0.1, 0.0], [0.1, 0.0, 0.2], [0.0, -0.1, 0.1], [0.2, 0.0, 0.0], [0.0, -0.2, 0.0], [0.0, 0.0, -0.1], [0.1, 0.0, 0.2], [-0.1, 0.1, 0.1]], "mulliken_charge": [-0.549, -0.597, 0.022, -0.354, 0.133, -0.911, 0.290, 0.317, 0.248, 0.411, 0.290, 0.433, 0.267]}

Record 5
{"formula": "C4H7NO", "method": "wB97M-V/def2-TZVPD", "e_tot_ha": -286.3348, "e_lumo_ev": [-0.68, -0.08], "largest_force_ev_per_a": 3.03, "total_charge": 0, "homo_energy_ha": [-0.30554, -0.31985], "symbols": ["O", "N", "C", "C", "C", "C", "H", "H", "H", "H", "H", "H", "H"], "coordinates": [[2.101805, 0.858779, 1.521757], [1.809808, 0.314336, 0.371664], [2.577554, -0.876903, 0.076287], [0.156218, 1.188045, -1.265447], [1.111264, 0.789818, -0.615129], [-2.075374, 0.876544, -0.064334], [2.810123, -1.169788, 1.159274], [-0.048200, 1.719725, -2.161639], [-1.694836, 0.485791, 0.883254], [1.809402, -1.512242, -0.442585], [-2.621976, 0.101247, -0.556728], [3.461306, -0.700330, -0.498637], [-2.599436, 1.818853, -0.193719]], "forces_ev_per_angstrom": [[-1.0, 0.2, -1.6], [2.0, 0.4, 1.5], [-1.6, -1.5, 2.1], [-1.1, 0.2, -0.6], [-0.3, 0.8, 1.1], [0.0, -0.5, 0.1], [0.0, -0.5, -1.9], [-0.4, 0.2, -0.2], [0.1, 0.9, -0.2], [1.3, -0.1, 0.4], [0.0, -0.5, -0.7], [0.4, 0.2, -0.4], [0.6, 0.2, 0.4]], "mulliken_charge": [-0.533, 0.380, -0.810, -0.661, 0.386, -0.930, 0.278, 0.342, 0.310, 0.325, 0.317, 0.288, 0.309]}

Record 6
{"formula": "C4H7NO", "method": "wB97M-V/def2-TZVPD", "e_tot_ha": -286.4595, "e_lumo_ev": 0.69, "largest_force_ev_per_a": 0.58, "total_charge": 0, "homo_energy_ha": -0.31733, "symbols": ["O", "N", "C", "C", "C", "C", "H", "H", "H", "H", "H", "H", "H"], "coordinates": [[0.887027, -0.169531, 0.342732], [-1.549033, 0.958001, 0.289776], [-1.009736, 0.188451, -0.842397], [2.314434, -0.071907, 0.336771], [0.387441, -0.291944, -0.870771], [-2.027928, -0.386093, 0.084116], [2.757349, -0.727784, 1.085787], [-1.337538, 0.526239, -1.821286], [2.530537, 0.972972, 0.570627], [-1.706197, -1.176859, 0.758685], [2.643896, -0.313112, -0.674783], [-0.843832, 0.956639, 1.026362], [-3.046416, -0.465072, -0.285616]], "forces_ev_per_angstrom": [[-0.1, 0.1, -0.5], [0.1, 0.1, 0.2], [0.1, 0.0, -0.4], [0.4, 0.0, 0.0], [-0.2, 0.3, 0.4], [-0.2, -0.3, 0.1], [-0.2, 0.0, 0.0], [-0.1, -0.1, 0.1], [0.2, -0.2, 0.0], [0.0, 0.1, -0.1], [0.2, 0.0, 0.2], [-0.1, 0.0, -0.1], [0.1, 0.0, 0.1]], "mulliken_charge": [-0.129, -0.626, 0.231, -0.590, -0.508, -0.380, 0.224, 0.379, 0.250, 0.217, 0.363, 0.313, 0.256]}